Entry 1:
Here is a structure of composition C4H8ClF2N5O in a non-equilibrium geometry from the OMol25 dataset. Energies are from the ωB97M-V functional and the def2-TZVPD basis.

ORCA input file:
```
! RIJCOSX wB97M-V def2-TZVPD def2/J DEFGRID3
* xyz 2 1
Cl -3.000 -1.154 1.496
F 2.217 -0.042 0.741
F 0.647 -1.130 1.709
O 1.095 -1.575 -0.425
N -0.086 -0.678 -2.483
N 0.310 2.461 0.929
N 0.225 0.833 -0.717
N -1.222 0.719 1.091
N -1.307 -0.953 -0.493
C -0.131 -0.466 -1.160
C -0.189 1.362 0.440
C -1.765 -0.439 0.631
C 1.618 -1.278 0.731
H -0.014 2.871 1.801
H 1.101 2.936 0.500
H -1.523 1.056 2.004
H -0.363 -1.591 -2.826
H -1.671 -1.847 -0.827
H 1.010 1.264 -1.206
H 2.344 -2.032 1.069
H 0.704 -0.316 -3.005
*
```

Summary:
Kohn-Sham gap: 0.3396 Ha
lowest unoccupied orbital energy: -9.2 eV
HOMO energy: -18.46 eV

How is the electron density shared among the atoms? According to natural (NBO), the charges in e are:
1. Cl 0.312
2. F -0.379
3. F -0.400
4. O -0.608
5. N -0.764
6. N -0.672
7. N -0.557
8. N -0.562
9. N -0.522
10. C 0.714
11. C 0.729
12. C 0.520
13. C 0.756
14. H 0.460
15. H 0.464
16. H 0.482
17. H 0.441
18. H 0.486
19. H 0.472
20. H 0.183
21. H 0.442

Entry 2:
Here is an isolated molecule of C9H8N2O2 in a non-equilibrium geometry from the OMol25 dataset. Energies are from the ωB97M-V functional and the def2-TZVPD basis.

ORCA input file:
```
! RIJCOSX wB97M-V def2-TZVPD def2/J DEFGRID3
* xyz 0 1
O 0.874 -0.011 -0.065
O 1.734 -2.223 -0.546
N 3.022 -0.305 -0.211
N -0.232 3.202 -0.387
C -0.409 -0.286 -0.042
C -0.615 2.124 -0.288
C 3.035 1.090 0.374
C 1.906 -1.016 -0.284
C -1.274 0.851 -0.188
C -1.095 -1.592 0.140
C -3.311 -0.452 -0.042
C -2.471 -1.583 0.012
C -2.684 0.749 -0.119
H -2.999 -2.572 0.284
H -3.324 1.704 -0.098
H 3.843 -0.744 -0.482
H 2.631 0.909 1.518
H -0.604 -2.598 0.350
H 2.325 1.796 -0.063
H -4.463 -0.685 -0.253
H 4.110 1.641 0.390
*
```

Summary:
SMILES: CNC(=O)Oc1ccccc1C#N
Kohn-Sham gap: 0.3542 Ha
lowest unoccupied orbital energy: 0.5 eV
HOMO energy: -9.12 eV

How is the electron density shared among the atoms? According to natural (NBO), the charges in e are:
1. O -0.523
2. O -0.607
3. N -0.611
4. N -0.325
5. C 0.384
6. C 0.288
7. C -0.432
8. C 0.890
9. C -0.252
10. C -0.277
11. C -0.255
12. C -0.180
13. C -0.140
14. H 0.218
15. H 0.235
16. H 0.413
17. H 0.209
18. H 0.263
19. H 0.239
20. H 0.238
21. H 0.228

Entry 3:
Here is a cluster of 6 separate species, C28H32Br3N2O23PS6 in total in a non-equilibrium geometry from the OMol25 dataset. Energies are from the ωB97M-V functional and the def2-TZVPD basis.

ORCA input file:
```
! RIJCOSX wB97M-V def2-TZVPD def2/J DEFGRID3
* xyz 0 1
Br 3.023 2.714 -2.851
Br 0.434 3.845 -0.983
Br 0.426 1.266 3.572
S 0.035 -2.329 -4.291
S -2.882 8.071 -3.336
S 0.239 -3.998 -0.452
S 4.992 -3.000 1.305
S -6.630 2.918 1.242
S 8.684 1.402 0.290
P -1.672 0.540 3.024
O 4.414 -1.661 0.622
O -7.598 3.448 0.348
O -2.361 9.392 -3.280
O -1.159 -4.244 -0.562
O -2.086 7.246 -4.475
O 0.784 -2.685 -0.378
O -3.476 -1.774 2.449
O -2.657 1.887 3.330
O 0.985 -4.811 -1.637
O -4.271 7.800 -3.481
O 0.808 -4.860 0.787
O 7.795 2.092 1.444
O -5.311 2.575 0.838
O -7.284 1.654 2.005
O 8.046 0.181 -0.097
O 4.368 -4.106 0.663
O -2.331 7.251 -2.057
O 5.004 -2.835 2.717
O -2.968 -2.166 -2.977
O 6.508 -2.882 0.767
O -6.526 3.904 2.518
O 9.965 1.032 1.196
O 9.058 2.399 -0.648
N -6.214 -5.942 1.387
N -1.189 -0.056 -3.196
C 1.731 1.452 -2.033
C -5.414 -5.078 0.547
C 2.316 0.903 -0.659
C -1.726 6.035 -2.505
C -3.219 -1.832 1.267
C -2.309 -0.859 0.489
C 6.555 -1.911 -0.287
C -1.579 0.233 1.172
C -2.170 -0.975 -0.986
C 8.349 1.763 2.723
C 5.490 -0.898 0.073
C -4.719 -3.953 1.184
C -3.903 -2.983 0.458
C -3.780 -3.156 -0.989
C -7.264 1.880 3.417
C -4.421 -4.291 -1.666
C -5.234 -5.247 -0.897
C 1.376 -6.075 0.295
C -0.409 -0.947 -3.585
C -2.944 -2.092 -1.767
C 0.278 2.078 -1.876
C 1.933 -5.724 -1.069
C -1.327 -0.024 -1.745
C -7.331 3.386 3.579
C -1.138 6.369 -3.862
C 9.841 1.650 2.481
C -0.739 1.176 0.394
C -0.598 1.071 -1.049
H 0.574 -6.814 0.215
H -8.103 1.376 3.895
H 2.892 -5.209 -0.983
H 1.977 1.521 0.217
H -0.228 2.008 0.924
H -3.133 2.185 2.528
H 5.154 -0.334 -0.795
H -5.749 -6.118 -1.378
H -6.327 1.480 3.813
H 10.311 2.635 2.431
H 8.102 2.528 3.457
H -0.971 5.695 -1.797
H 7.544 -1.469 -0.361
H -0.191 6.907 -3.761
H 7.925 0.806 3.039
H 3.432 0.820 -0.679
H 2.049 -6.601 -1.704
H 6.313 -2.420 -1.225
H -4.838 -3.800 2.283
H -0.172 2.288 -2.884
H 1.924 -0.151 -0.551
H 10.338 1.051 3.242
H 1.667 0.551 -2.707
H -6.955 3.718 4.544
H -5.666 -6.788 1.597
H -0.986 5.483 -4.476
H -2.511 5.277 -2.589
H -8.351 3.755 3.440
H -4.313 -4.460 -2.764
H 5.843 -0.208 0.841
H 2.142 -6.444 0.974
H -6.294 -5.484 2.303
*
```

Summary:
SMILES: C[C@H](Br)[C@H](Br)c1cc(P(O)Br)c2c(c1N=C=S)C(=O)c1ccc(N)cc1C2=O.O=S1(=O)OCCO1.O=S1(=O)OCCO1.O=S1(=O)OCCO1.O=S1(=O)OCCO1.O=S1(=O)OCCO1
Kohn-Sham gap: 0.2672 Ha
lowest unoccupied orbital energy: -1.3 eV
HOMO energy: -8.57 eV

How is the electron density shared among the atoms? According to Löwdin, the charges in e are:
1. Br 0.625
2. Br 0.783
3. Br 0.223
4. S 0.771
5. S 0.624
6. S 0.615
7. S 0.626
8. S 0.622
9. S 0.665
10. P 0.618
11. O -0.188
12. O -0.210
13. O -0.222
14. O -0.202
15. O -0.190
16. O -0.224
17. O 0.054
18. O -0.379
19. O -0.199
20. O -0.221
21. O -0.178
22. O -0.183
23. O -0.231
24. O -0.187
25. O -0.254
26. O -0.231
27. O -0.190
28. O -0.215
29. O 0.068
30. O -0.179
31. O -0.188
32. O -0.177
33. O -0.196
34. N 0.046
35. N 0.103
36. C -0.739
37. C -0.273
38. C -0.124
39. C -0.211
40. C -0.279
41. C -0.042
42. C -0.175
43. C -0.298
44. C 0.028
45. C -0.161
46. C -0.182
47. C 0.041
48. C -0.062
49. C -0.091
50. C -0.167
51. C 0.014
52. C -0.001
53. C -0.165
54. C -0.682
55. C -0.268
56. C -0.608
57. C -0.162
58. C -0.101
59. C -0.169
60. C -0.170
61. C -0.161
62. C -0.088
63. C -0.159
64. H 0.133
65. H 0.136
66. H 0.112
67. H 0.071
68. H 0.026
69. H 0.039
70. H 0.125
71. H 0.109
72. H 0.133
73. H 0.136
74. H 0.140
75. H 0.008
76. H 0.091
77. H 0.135
78. H 0.135
79. H 0.045
80. H 0.137
81. H 0.139
82. H 0.113
83. H 0.099
84. H 0.085
85. H 0.139
86. H 0.083
87. H 0.137
88. H 0.091
89. H 0.135
90. H 0.137
91. H 0.134
92. H 0.118
93. H 0.123
94. H 0.139
95. H 0.075

Entry 4:
Here is an isolated molecule of C8H7N3O in a non-equilibrium geometry from the OMol25 dataset. Energies are from the ωB97M-V functional and the def2-TZVPD basis.

ORCA input file:
```
! RIJCOSX wB97M-V def2-TZVPD def2/J DEFGRID3
* xyz 0 1
O -2.013 -2.207 1.440
N 2.477 0.532 -0.890
N -2.927 -1.591 0.549
N 0.198 -1.772 2.209
C -0.922 -0.617 0.351
C 0.149 0.284 -0.204
C -2.289 -0.696 -0.128
C -0.226 1.457 -0.871
C 1.504 -0.103 -0.215
C 2.093 1.627 -1.554
C 0.779 2.128 -1.568
C -0.854 -1.539 1.348
H -1.246 1.829 -0.914
H 0.847 -1.027 2.332
H 1.783 -1.041 0.283
H 2.856 2.123 -2.146
H 0.541 3.003 -2.152
H -0.043 -2.332 3.043
H -2.707 -0.060 -0.911
*
```

Summary:
SMILES: Nc1oncc1-c1cccnc1
Kohn-Sham gap: 0.3301 Ha
lowest unoccupied orbital energy: 0.7 eV
HOMO energy: -8.31 eV

How is the electron density shared among the atoms? According to natural (NBO), the charges in e are:
1. O -0.305
2. N -0.398
3. N -0.137
4. N -0.819
5. C -0.265
6. C -0.075
7. C 0.002
8. C -0.174
9. C 0.018
10. C 0.020
11. C -0.243
12. C 0.512
13. H 0.218
14. H 0.405
15. H 0.196
16. H 0.194
17. H 0.219
18. H 0.406
19. H 0.225

Entry 5:
Here is a cluster of 2 separate species, C2H7NS2 in total in a non-equilibrium geometry from the OMol25 dataset. Energies are from the ωB97M-V functional and the def2-TZVPD basis.

ORCA input file:
```
! RIJCOSX wB97M-V def2-TZVPD def2/J DEFGRID3
* xyz 0 1
S 2.074 0.044 -0.215
S -0.941 -2.092 0.374
N -0.778 -0.453 0.391
C -0.628 0.309 1.424
C -0.978 0.200 -0.919
H -0.101 0.681 -1.173
H -0.452 -0.081 2.424
H 2.268 0.296 -1.443
H 3.282 -0.428 0.016
H -0.828 1.425 1.370
H -1.770 0.912 -0.770
H -1.149 -0.814 -1.480
*
```

Summary:
SMILES: C=[N+](C)[S-].S
Kohn-Sham gap (spin up / spin down): 0.2923 / 0.2923 Ha
lowest unoccupied orbital energy (spin up / spin down): 0.1 / 0.1 eV
HOMO energy (spin up / spin down): -7.86 / -7.86 eV

How is the electron density shared among the atoms? According to natural (NBO), the charges in e are:
1. S -0.276
2. S -0.148
3. N -0.394
4. C -0.091
5. C -0.432
6. H 0.197
7. H 0.209
8. H 0.126
9. H 0.150
10. H 0.187
11. H 0.213
12. H 0.260

Entry 6:
Here is an isolated molecule of C3H7NO3 from the OMol25 dataset. Energies are from the ωB97M-V functional and the def2-TZVPD basis.

ORCA input file:
```
! RIJCOSX wB97M-V def2-TZVPD def2/J DEFGRID3
* xyz 0 1
O 1.723 -0.002 1.260
O -2.499 -0.706 0.491
O 2.874 -0.220 -0.665
N 0.771 0.669 -0.657
C 1.871 0.116 -0.084
C -1.174 -0.722 -0.012
C -0.566 0.668 -0.070
H 0.853 0.761 -1.663
H 2.561 -0.371 1.572
H -0.572 -1.323 0.671
H -1.146 -1.196 -1.001
H -3.034 -0.153 -0.091
H -0.507 1.115 0.923
H -1.154 1.365 -0.674
*
```

Summary:
SMILES: O=C(O)NCCO
Kohn-Sham gap: 0.3908 Ha
lowest unoccupied orbital energy: 0.7 eV
HOMO energy: -9.96 eV

How is the electron density shared among the atoms? According to natural (NBO), the charges in e are:
1. O -0.705
2. O -0.707
3. O -0.643
4. N -0.637
5. C 0.876
6. C -0.076
7. C -0.241
8. H 0.406
9. H 0.503
10. H 0.191
11. H 0.158
12. H 0.462
13. H 0.219
14. H 0.194

Entry 7:
Here is a cluster of 10 separate species, C13H46N4O10 in total in a non-equilibrium geometry from the OMol25 dataset. Energies are from the ωB97M-V functional and the def2-TZVPD basis.

ORCA input file:
```
! RIJCOSX wB97M-V def2-TZVPD def2/J DEFGRID3
* xyz 1 2
O 3.950 -0.087 -4.264
O 2.498 1.804 1.807
O -2.051 -2.814 4.292
O -2.475 3.420 -2.789
O 4.253 -2.487 3.387
O -5.730 -0.522 -1.590
O -2.389 -0.255 -2.846
O -1.755 2.143 1.827
O 0.481 -0.185 1.265
O 1.629 -3.486 0.889
N -0.008 -1.628 -0.323
N -1.055 0.299 -0.332
N -1.458 -2.643 2.202
N -0.999 -1.132 3.456
C 2.594 0.215 -2.391
C -0.137 -0.457 0.227
C -4.941 -0.643 -0.372
C 3.060 0.857 -3.667
C -1.113 3.305 -2.320
C -1.636 -0.358 -4.014
C -1.471 -2.256 3.379
C -0.192 3.985 -3.308
C 1.765 2.875 1.141
C -2.992 1.539 2.049
C 1.247 -4.804 0.741
C 4.250 -1.160 3.884
C 2.877 -0.697 4.184
H -1.364 0.120 -1.276
H 2.059 0.842 -1.678
H 1.891 -5.344 1.435
H -2.231 -0.773 -4.828
H -0.863 -2.274 1.474
H 1.387 2.663 0.140
H -2.565 4.294 -3.177
H -0.896 2.237 -2.328
H 1.839 -0.549 -2.576
H 0.194 -4.948 0.984
H 1.846 1.099 1.827
H 3.910 -2.561 2.494
H 4.821 -1.048 4.806
H -3.282 0.027 -3.059
H -4.657 0.356 -0.043
H -1.959 -3.483 1.948
H -3.632 1.772 1.199
H 0.927 3.053 1.815
H -0.790 -1.003 -3.775
H 3.716 1.701 -3.456
H 2.462 -1.425 4.882
H -0.307 -0.900 2.758
H 0.799 3.771 -2.907
H 4.824 -0.454 3.285
H -3.062 0.467 2.233
H -1.343 2.288 2.682
H 2.765 0.348 4.473
H -3.501 2.087 2.842
H -5.428 -1.281 0.366
H 0.606 -2.325 0.074
H 3.420 -0.250 -1.853
H -1.261 0.639 -4.244
H -3.985 -1.063 -0.684
H -5.333 0.195 -2.089
H -0.499 -1.775 -1.193
H -1.122 -0.734 4.376
H 2.250 -0.725 3.293
H 2.417 3.741 1.029
H -1.252 1.161 0.156
H 1.345 -5.209 -0.266
H 2.534 -3.331 0.611
H -0.906 3.707 -1.328
H 4.295 0.326 -5.059
H -0.165 3.554 -4.308
H -0.268 5.072 -3.327
H 2.166 1.105 -4.240
*
```

Summary:
⟨S²⟩: 0.76
Kohn-Sham gap (spin up / spin down): 0.3529 / 0.1372 Ha
lowest unoccupied orbital energy (spin up / spin down): -2.6 / -8.5 eV
HOMO energy (spin up / spin down): -12.21 / -12.21 eV

How is the electron density shared among the atoms? According to Löwdin, the charges in e are:
1. O -0.077
2. O -0.140
3. O 0.398
4. O -0.087
5. O -0.059
6. O -0.118
7. O -0.152
8. O -0.120
9. O -0.016
10. O -0.137
11. N 0.190
12. N 0.235
13. N 0.283
14. N 0.307
15. C -0.096
16. C -0.708
17. C -0.127
18. C -0.314
19. C -0.311
20. C -0.128
21. C -0.719
22. C -0.090
23. C -0.122
24. C -0.171
25. C -0.143
26. C -0.331
27. C -0.105
28. H 0.068
29. H 0.057
30. H 0.097
31. H 0.097
32. H 0.099
33. H 0.054
34. H 0.075
35. H 0.077
36. H 0.055
37. H 0.075
38. H -0.001
39. H 0.063
40. H 0.118
41. H 0.085
42. H 0.054
43. H 0.163
44. H 0.072
45. H 0.065
46. H 0.078
47. H 0.116
48. H 0.079
49. H 0.104
50. H 0.067
51. H 0.116
52. H 0.068
53. H 0.088
54. H 0.085
55. H 0.092
56. H 0.087
57. H 0.064
58. H 0.083
59. H 0.078
60. H 0.052
61. H 0.056
62. H 0.126
63. H 0.177
64. H 0.039
65. H 0.082
66. H 0.086
67. H 0.092
68. H 0.108
69. H 0.108
70. H 0.083
71. H 0.080
72. H 0.083
73. H 0.105

Entry 8:
Here is a structure of composition C4H6N2 in a non-equilibrium geometry from the OMol25 dataset. Energies are from the ωB97M-V functional and the def2-TZVPD basis.

ORCA input file:
```
! RIJCOSX wB97M-V def2-TZVPD def2/J DEFGRID3
* xyz 0 1
N 1.435 0.377 0.597
N -3.099 -0.474 -0.891
C 1.074 -0.853 -0.650
C -0.899 0.767 -0.179
C 0.135 -0.236 0.316
C -2.132 0.085 -0.590
H -0.483 1.305 -1.038
H 1.902 0.261 -0.447
H -0.220 -0.839 1.154
H 1.482 -1.778 -0.213
H 1.940 -0.110 1.335
H -1.136 1.496 0.605
*
```

Summary:
Kohn-Sham gap: 0.3671 Ha
lowest unoccupied orbital energy: 0.7 eV
HOMO energy: -9.33 eV

How is the electron density shared among the atoms? According to natural (NBO), the charges in e are:
1. N -0.650
2. N -0.319
3. C -0.342
4. C -0.518
5. C -0.125
6. C 0.287
7. H 0.263
8. H 0.394
9. H 0.213
10. H 0.161
11. H 0.385
12. H 0.252